C39H39GeN4PReS | ωB97M-V/def2-TZVPD

Computed properties:
Largest force on an atom: 0.5 eV Å⁻¹
ΔE to the lowest compared entry with this formula, charge and spin: 125.5 kJ/mol
Molar mass: 885.627 u
E_tot: -4621.8518 Ha
Frontier orbital gap (alpha / beta): 0.247 / 0.180 Ha

The geometry in ORCA input format:
```
! RIJCOSX wB97M-V def2-TZVPD def2/J DEFGRID3
* xyz 4 4
Re 1.131 0.761 -0.382
N 1.608 0.409 2.754
P 0.487 1.264 1.861
C -0.998 1.439 2.788
C -0.898 2.177 3.978
C -2.018 2.316 4.779
C -3.225 1.744 4.392
C -3.326 1.034 3.200
C -2.212 0.877 2.392
C 1.177 2.852 1.386
C 2.571 3.082 1.266
C 3.043 4.341 0.921
C 2.149 5.379 0.718
C 0.771 5.175 0.856
C 0.286 3.928 1.167
C 2.742 -0.077 2.144
C 3.785 -0.625 2.884
C 4.951 -0.965 2.239
C 5.071 -0.734 0.863
C 3.996 -0.238 0.186
N 2.799 0.057 0.791
H 1.493 0.289 3.752
H 0.032 2.652 4.270
H -1.953 2.879 5.700
H -4.096 1.859 5.024
H -4.272 0.596 2.910
H -2.286 0.300 1.478
H 3.288 2.317 1.507
H 4.107 4.519 0.846
H 2.519 6.368 0.475
H 0.092 6.008 0.733
H -0.780 3.781 1.285
H 3.683 -0.732 3.956
H 5.781 -1.375 2.801
H 5.993 -0.934 0.336
H 4.054 -0.031 -0.871
S -0.291 2.306 -1.404
C -1.876 1.917 -2.115
N -2.930 1.804 -1.337
C -4.312 1.733 -1.874
C -4.350 2.437 -3.217
C -3.285 1.863 -4.130
N -1.977 1.899 -3.425
H -2.788 1.906 -0.344
H -4.963 2.212 -1.146
H -4.599 0.683 -1.957
H -4.188 3.507 -3.079
H -5.331 2.310 -3.672
H -3.173 2.441 -5.044
H -3.499 0.828 -4.401
H -1.139 2.070 -3.960
Ge -0.600 -1.198 -0.464
C -0.410 -2.759 -1.687
C 0.021 -4.047 -1.152
C 0.013 -5.184 -1.909
C -0.452 -5.107 -3.230
C -0.879 -3.847 -3.788
C -0.873 -2.717 -3.018
C -0.938 -2.043 1.227
C -2.256 -2.417 1.512
C -2.550 -3.115 2.674
C -1.537 -3.449 3.563
C -0.221 -3.102 3.280
C 0.075 -2.402 2.119
H -1.851 -0.517 -1.042
H 0.307 -4.097 -0.108
H 0.317 -6.138 -1.502
H -0.523 -6.001 -3.839
H -1.210 -3.831 -4.819
H -1.224 -1.782 -3.438
H -3.063 -2.172 0.828
H -3.570 -3.406 2.889
H -1.768 -3.994 4.469
H 0.568 -3.392 3.962
H 1.111 -2.162 1.901
C 3.236 -1.699 -3.836
C 2.584 -0.495 -4.023
C 1.792 0.044 -3.005
C 1.714 -0.612 -1.762
C 2.384 -1.842 -1.588
C 3.133 -2.375 -2.616
H 3.838 -2.116 -4.634
H 2.665 0.028 -4.967
H 1.267 0.970 -3.194
H 2.384 -2.330 -0.621
H 3.672 -3.303 -2.467
*
```



C39H39HgN7O3P2S | ωB97M-V/def2-TZVPD

Computed properties:
Largest force on an atom: 0.8 eV Å⁻¹
ΔE to the lowest compared entry with this formula, charge and spin: 41.7 kJ/mol
Molar mass: 948.392 u
E_tot: -3352.9810 Ha
Frontier orbital gap (alpha / beta): 0.194 / 0.261 Ha

The geometry in ORCA input format:
```
! RIJCOSX wB97M-V def2-TZVPD def2/J DEFGRID3
* xyz -1 2
Hg 0.397 -0.390 0.712
N 2.002 -0.516 -1.436
C 2.496 -1.894 -1.335
C 1.477 -2.897 -0.773
O 1.769 -4.100 -0.879
N 0.375 -2.368 -0.267
C -0.648 -3.237 0.281
C -1.585 -2.576 1.308
O -2.496 -3.273 1.742
O -1.383 -1.348 1.654
H 1.250 -0.455 -2.112
H 2.731 0.129 -1.719
H 3.362 -1.900 -0.669
H 2.831 -2.310 -2.288
H -0.214 -4.121 0.750
H -1.308 -3.598 -0.514
C -2.626 3.603 -0.767
N -1.530 2.660 -1.025
P -0.103 2.703 -0.005
C 0.053 4.500 0.386
C 0.319 5.458 -0.593
C 0.470 6.790 -0.245
C 0.366 7.182 1.086
C 0.101 6.238 2.064
C -0.053 4.901 1.711
C 1.261 2.665 -1.242
C 1.087 2.641 -2.621
C 2.190 2.630 -3.469
C 3.476 2.664 -2.946
C 3.655 2.718 -1.568
C 2.555 2.711 -0.724
P -1.820 1.024 -1.507
C -2.692 1.264 -3.117
C -4.057 1.527 -3.242
C -4.629 1.728 -4.490
C -3.848 1.659 -5.637
C -2.494 1.378 -5.530
C -1.927 1.176 -4.279
C -3.138 0.345 -0.436
C -3.409 0.817 0.842
C -4.338 0.173 1.651
C -4.986 -0.963 1.200
C -4.698 -1.465 -0.065
C -3.778 -0.819 -0.873
H -2.288 4.624 -0.926
H -3.037 3.539 0.243
H -3.432 3.409 -1.473
H 0.405 5.157 -1.630
H 0.684 7.525 -1.012
H 0.496 8.222 1.357
H 0.028 6.536 3.102
H -0.255 4.160 2.477
H 0.087 2.659 -3.035
H 2.041 2.604 -4.543
H 4.333 2.657 -3.607
H 4.651 2.761 -1.144
H 2.706 2.754 0.347
H -4.682 1.557 -2.358
H -5.690 1.930 -4.568
H -4.297 1.813 -6.611
H -1.881 1.305 -6.420
H -0.873 0.927 -4.202
H -2.859 1.659 1.238
H -4.518 0.538 2.654
H -5.678 -1.488 1.846
H -5.169 -2.378 -0.406
H -3.547 -1.223 -1.852
N 6.100 3.890 3.073
C 5.218 3.176 2.830
C 4.149 2.305 2.533
C 4.347 1.079 1.819
C 3.284 0.276 1.551
N 1.994 0.547 1.929
C 1.807 1.707 2.636
C 2.808 2.574 2.953
H 5.340 0.784 1.505
H 3.430 -0.663 1.032
H 0.797 1.884 2.984
H 2.589 3.467 3.525
C 3.153 -4.200 2.319
N 3.578 -3.054 3.105
C 4.893 -2.660 3.318
C 4.866 -1.555 4.082
N 3.533 -1.290 4.336
C 2.716 -2.206 3.744
S 1.049 -2.243 3.762
H 3.767 -5.064 2.574
H 3.217 -4.007 1.249
H 2.113 -4.401 2.559
H 5.725 -3.196 2.896
H 5.663 -0.932 4.444
H 3.154 -0.503 4.832
*
```



C39H39HoOP2 | ωB97M-V/def2-TZVPD

Computed properties:
Largest force on an atom: 3.4 eV Å⁻¹
Molar mass: 750.618 u
E_tot: -3214.9929 Ha
Frontier orbital gap (alpha / beta): 0.250 / 0.254 Ha

The geometry in ORCA input format:
```
! RIJCOSX wB97M-V def2-TZVPD def2/J DEFGRID3
* xyz 2 5
C -0.679 1.191 -4.263
C 0.598 0.863 -3.745
C 1.562 0.352 -4.644
C 1.217 0.067 -5.973
C -0.087 0.293 -6.439
C -1.011 0.896 -5.582
P 0.900 1.154 -1.962
C 2.760 1.097 -1.851
C 3.360 0.009 -1.183
C 4.747 -0.036 -1.058
C 5.543 1.004 -1.529
C 4.943 2.094 -2.156
C 3.555 2.139 -2.345
Ho -0.241 1.531 0.550
P -1.553 -1.411 1.226
C -1.586 -3.167 0.605
C -2.773 -3.803 0.176
C -2.726 -5.135 -0.251
C -1.497 -5.796 -0.339
C -0.316 -5.146 0.020
C -0.345 -3.829 0.467
C -1.025 -1.579 2.976
C -1.258 -0.497 3.847
C -0.690 -0.479 5.120
C 0.088 -1.561 5.564
C 0.226 -2.690 4.742
C -0.359 -2.711 3.474
C -3.361 -1.026 1.416
C -3.922 0.091 0.765
C -5.247 0.424 1.040
C -6.020 -0.388 1.881
C -5.473 -1.514 2.481
C -4.135 -1.837 2.281
C 0.608 2.968 -1.814
C 0.425 3.812 -2.913
C 0.002 5.132 -2.712
C -0.209 5.633 -1.416
C 0.105 4.849 -0.310
C 0.676 3.565 -0.487
H -1.951 0.304 3.551
H -0.855 0.379 5.781
H 0.581 -1.522 6.540
H 0.802 -3.543 5.107
H -0.353 -3.617 2.864
H -3.714 -3.251 0.282
H -3.651 -5.655 -0.497
H -1.467 -6.803 -0.733
H 0.632 -5.672 -0.014
H 0.573 -3.332 0.804
H -3.333 0.654 0.009
H -5.693 1.291 0.571
H -7.055 -0.151 2.057
H -6.084 -2.185 3.081
H -3.674 -2.732 2.723
H 0.616 3.466 -3.938
H -0.206 5.767 -3.572
H -0.607 6.657 -1.291
H -0.036 5.232 0.709
H 1.334 3.151 0.344
H 2.727 -0.776 -0.761
H 5.214 -0.878 -0.553
H 6.623 0.986 -1.377
H 5.560 2.922 -2.482
H 3.100 2.992 -2.857
H 2.592 0.192 -4.316
H 1.938 -0.391 -6.650
H -0.396 -0.083 -7.418
H -2.022 1.101 -5.941
H -1.416 1.690 -3.630
H -1.517 -1.912 -2.844
H -2.115 -1.466 -2.896
C 3.503 0.338 2.253
C 2.131 0.697 2.756
C 1.790 1.880 3.664
O 1.291 0.789 1.607
H 3.900 1.024 1.485
H 3.441 -0.670 1.811
H 4.182 0.274 3.104
H 1.814 -0.183 3.317
H 1.920 2.850 3.141
H 0.714 1.791 3.946
H 2.366 1.833 4.603
*
```